No. 1
{"formula": "C42H42BiBrF3I4N4O5", "method": "ωB97M-V with the def2-TZVPD basis set", "e_tot_ha": -6500.07564, "e_homo_ev": -5.013, "e_above_lowest_kcal_mol": 13.2, "charge": -1, "symbols": ["Bi", "I", "C", "C", "C", "I", "C", "O", "C", "C", "N", "C", "C", "C", "C", "C", "C", "N", "C", "H", "H", "H", "H", "H", "H", "H", "H", "H", "H", "H", "I", "C", "C", "C", "I", "C", "O", "C", "C", "N", "C", "C", "C", "C", "C", "C", "N", "C", "H", "H", "H", "H", "H", "H", "H", "H", "H", "H", "H", "C", "C", "C", "C", "C", "C", "C", "Br", "C", "O", "C", "C", "C", "C", "C", "C", "H", "H", "H", "H", "H", "H", "H", "H", "H", "H", "H", "H", "H", "H", "H", "H", "H", "H", "H", "H", "F", "C", "F", "F", "C", "O", "O"], "positions_angstrom": [[-0.28, -1.39, -0.31], [-6.17, -2.59, -5.56], [-4.38, -2.36, -4.52], [-3.86, -3.54, -4.01], [-2.62, -3.51, -3.42], [-1.72, -5.24, -2.80], [-1.88, -2.34, -3.20], [-0.79, -2.31, -2.51], [-2.43, -1.16, -3.77], [-1.66, 0.10, -3.51], [-1.60, 0.51, -2.13], [-2.82, 1.02, -1.56], [-3.84, -0.01, -1.16], [-5.20, 0.29, -1.26], [-6.09, -0.71, -0.87], [-5.60, -1.94, -0.46], [-4.22, -2.16, -0.44], [-3.37, -1.18, -0.76], [-3.65, -1.17, -4.45], [-4.37, -4.47, -4.16], [-0.63, -0.12, -3.81], [-2.03, 0.87, -4.19], [-0.84, 1.15, -1.93], [-2.54, 1.53, -0.64], [-3.36, 1.73, -2.19], [-5.49, 1.25, -1.65], [-7.18, -0.53, -0.89], [-6.29, -2.72, -0.21], [-3.79, -3.10, -0.18], [-4.09, -0.21, -4.79], [7.12, -3.75, 1.73], [5.21, -2.94, 1.42], [4.48, -2.56, 2.53], [3.27, -1.92, 2.33], [2.30, -1.13, 3.99], [2.71, -1.68, 1.06], [1.53, -1.13, 0.99], [3.54, -1.96, -0.07], [3.08, -1.40, -1.37], [1.77, -1.93, -1.78], [1.78, -3.39, -2.11], [1.66, -4.23, -0.86], [2.41, -5.38, -0.72], [2.38, -6.01, 0.51], [1.65, -5.44, 1.53], [0.93, -4.31, 1.28], [0.90, -3.72, 0.11], [4.77, -2.56, 0.14], [4.87, -2.74, 3.53], [2.94, -0.33, -1.31], [3.81, -1.59, -2.17], [1.45, -1.43, -2.64], [0.96, -3.60, -2.76], [2.72, -3.61, -2.63], [2.96, -5.71, -1.59], [2.94, -6.91, 0.63], [1.62, -5.92, 2.52], [0.32, -3.83, 2.06], [5.36, -2.83, -0.72], [0.78, 4.74, 4.81], [0.35, 5.35, 3.48], [1.38, 6.43, 3.11], [-1.03, 6.07, 3.62], [0.24, 4.26, 2.42], [-0.48, 3.08, 2.59], [-0.48, 2.12, 1.63], [-1.54, 0.58, 1.93], [0.36, 2.10, 0.45], [0.34, 1.13, -0.41], [1.05, 3.32, 0.27], [0.96, 4.31, 1.24], [1.99, 3.65, -0.87], [1.58, 4.97, -1.53], [2.09, 2.63, -1.99], [3.43, 3.78, -0.26], [0.92, 5.53, 5.56], [1.73, 4.22, 4.60], [0.08, 3.96, 5.18], [1.47, 7.11, 3.91], [0.98, 6.98, 2.22], [2.36, 6.05, 2.88], [-0.95, 6.92, 4.31], [-1.83, 5.42, 3.99], [-1.34, 6.49, 2.65], [-1.10, 2.93, 3.46], [1.57, 5.21, 1.15], [0.55, 4.86, -1.89], [2.28, 5.26, -2.33], [1.59, 5.81, -0.84], [1.14, 2.47, -2.45], [2.42, 1.69, -1.62], [2.79, 2.95, -2.77], [3.56, 4.68, 0.35], [4.18, 3.84, -1.10], [3.64, 2.94, 0.42], [-2.04, -4.91, 3.55], [-2.39, -3.70, 3.08], [-3.71, -3.63, 3.21], [-1.87, -2.77, 3.90], [-1.99, -3.58, 1.57], [-2.20, -4.56, 0.87], [-1.53, -2.45, 1.33]]}

***

No. 2
{"formula": "C5H14N3", "method": "ωB97M-V with the def2-TZVPD basis set", "e_tot_ha": -362.88987, "e_homo_ev": -14.170, "smiles": "NC(N)[NH+]1CCCC1", "e_above_lowest_kcal_mol": 56.0, "charge": 1, "symbols": ["C", "C", "C", "C", "C", "N", "N", "N", "H", "H", "H", "H", "H", "H", "H", "H", "H", "H", "H", "H", "H", "H"], "positions_angstrom": [[2.01, 1.06, -0.05], [2.26, -0.22, 0.66], [0.65, 0.85, -0.75], [0.74, -0.67, 0.99], [-1.57, -0.54, -0.51], [-2.37, -1.23, 0.33], [-2.11, 0.51, -1.18], [-0.21, 0.17, 0.28], [2.11, 1.89, 0.72], [2.72, 1.43, -0.81], [2.63, -1.08, 0.13], [2.87, -0.14, 1.62], [0.14, 1.86, -1.14], [0.67, 0.18, -1.61], [0.68, -1.57, 0.58], [0.68, -0.66, 2.02], [-1.06, -1.33, -1.15], [-3.26, -0.93, 0.62], [-1.97, -1.76, 1.03], [-2.13, 0.36, -2.10], [-2.87, 1.02, -0.71], [-0.61, 0.81, 1.01]]}

***

No. 3
{"formula": "C13H21N2O2PbS4", "method": "ωB97M-V with the def2-TZVPD basis set", "e_tot_ha": -2552.51395, "e_homo_ev": [-18.615, -18.274], "charge": 3, "symbols": ["Pb", "C", "C", "S", "C", "C", "S", "C", "C", "S", "C", "C", "S", "H", "H", "H", "H", "H", "H", "H", "H", "H", "H", "H", "H", "H", "H", "H", "H", "C", "N", "C", "C", "C", "O", "N", "C", "O", "H", "H", "H", "H", "H"], "positions_angstrom": [[0.96, 0.88, 0.11], [-1.86, -1.01, 1.28], [-2.61, 0.26, 0.94], [-1.63, 1.82, 0.86], [-1.43, 2.37, 2.60], [-0.56, 1.56, 3.55], [1.20, 1.41, 3.03], [1.56, -0.33, 3.51], [2.82, -0.88, 2.86], [2.84, -1.03, 1.03], [1.94, -2.60, 0.68], [0.46, -2.66, 0.96], [-0.55, -1.41, 0.02], [-2.57, -1.84, 1.25], [-1.40, -0.98, 2.26], [-3.41, 0.42, 1.68], [-3.07, 0.19, -0.04], [-2.44, 2.44, 3.02], [-1.05, 3.39, 2.50], [-0.97, 0.57, 3.75], [-0.54, 2.12, 4.49], [0.69, -0.94, 3.30], [1.73, -0.32, 4.59], [3.03, -1.87, 3.26], [3.68, -0.24, 3.09], [2.45, -3.38, 1.25], [2.15, -2.78, -0.38], [0.23, -2.57, 2.02], [0.10, -3.64, 0.63], [-1.88, 0.68, -5.15], [-0.65, 0.66, -4.42], [0.55, 0.82, -4.98], [1.70, 0.97, -4.26], [1.61, 1.01, -2.80], [2.55, 1.09, -2.03], [0.38, 0.79, -2.31], [-0.77, 0.61, -2.98], [-1.84, 0.44, -2.45], [-1.70, 0.76, -6.22], [-2.49, 1.54, -4.84], [-2.47, -0.21, -4.91], [0.60, 0.88, -6.06], [2.68, 0.96, -4.70]]}

***

No. 4
{"formula": "C11H13F2N", "method": "ωB97M-V with the def2-TZVPD basis set", "e_tot_ha": -681.36238, "e_homo_ev": -8.122, "smiles": "C=C(C)C(F)(F)Nc1ccc(C)cc1", "e_above_lowest_kcal_mol": 23.0, "symbols": ["C", "C", "C", "C", "C", "C", "C", "C", "C", "C", "C", "N", "F", "F", "H", "H", "H", "H", "H", "H", "H", "H", "H", "H", "H", "H", "H"], "positions_angstrom": [[2.06, 1.30, -1.24], [2.53, 0.81, 1.02], [0.81, 0.66, -1.07], [1.20, 0.45, 1.29], [2.99, 1.33, -0.24], [0.35, 0.28, 0.17], [-4.27, -0.62, 0.12], [-3.16, -1.27, 0.05], [4.40, 1.89, -0.09], [-2.72, -2.65, 0.50], [-1.87, -0.49, -0.68], [-0.94, -0.18, 0.34], [-1.43, -1.41, -1.60], [-2.19, 0.60, -1.47], [2.33, 1.78, -2.28], [3.27, 0.85, 1.92], [0.24, 0.58, -1.90], [0.73, 0.21, 2.17], [-4.26, 0.46, -0.30], [-5.10, -1.13, 0.67], [4.34, 2.96, -0.10], [4.98, 1.49, 0.68], [4.93, 1.61, -0.90], [-1.75, -2.71, 1.04], [-2.85, -3.17, -0.39], [-3.40, -3.06, 1.11], [-1.22, -0.57, 1.18]]}

***

No. 5
{"formula": "C6H15N3O2", "method": "ωB97M-V with the def2-TZVPD basis set", "e_tot_ha": -552.12631, "e_homo_ev": [-8.944, -8.943], "smiles": "CON(N=O)N(C)C(C)(C)C", "e_above_lowest_kcal_mol": 147.7, "symbols": ["C", "C", "C", "C", "C", "C", "N", "N", "N", "O", "O", "H", "H", "H", "H", "H", "H", "H", "H", "H", "H", "H", "H", "H", "H", "H"], "positions_angstrom": [[-2.06, 0.67, 0.42], [-0.90, 0.36, -1.72], [-1.20, -1.67, -0.32], [0.15, 0.13, 2.09], [2.82, -0.73, -0.38], [-1.01, -0.14, -0.23], [0.85, 1.98, -0.34], [0.30, -0.05, 0.66], [1.20, 0.89, 0.25], [1.77, 2.64, -0.84], [2.58, 0.44, 0.42], [-2.50, 0.42, 1.36], [-1.81, 1.74, 0.42], [-2.96, 0.69, -0.27], [-0.16, -0.23, -2.19], [-0.76, 1.37, -1.95], [-1.81, -0.01, -2.19], [-0.27, -2.08, -0.38], [-1.68, -2.05, 0.54], [-1.73, -2.03, -1.26], [-0.35, -0.73, 2.52], [1.16, 0.23, 2.46], [-0.34, 1.05, 2.28], [2.00, -1.39, 0.07], [3.86, -0.98, -0.02], [2.87, -0.52, -1.40]]}

***

No. 6
{"formula": "C52H42BrN2O6Ti", "method": "ωB97M-V with the def2-TZVPD basis set", "e_tot_ha": -5991.46869, "e_homo_ev": [-5.218, -5.218], "e_above_lowest_kcal_mol": 0.0, "charge": -1, "symbols": ["Ti", "O", "C", "C", "C", "C", "C", "C", "C", "C", "C", "O", "C", "C", "C", "C", "C", "C", "C", "C", "C", "C", "C", "C", "N", "C", "C", "C", "C", "C", "C", "C", "C", "C", "C", "C", "C", "H", "H", "H", "H", "H", "H", "H", "H", "H", "H", "H", "H", "H", "H", "H", "H", "H", "H", "H", "H", "H", "H", "H", "H", "H", "H", "H", "O", "C", "C", "C", "N", "C", "Br", "C", "H", "H", "H", "H", "O", "C", "C", "O", "O", "C", "C", "C", "C", "C", "C", "C", "C", "C", "C", "C", "C", "H", "H", "H", "H", "H", "H", "H", "H", "H", "H", "H"], "positions_angstrom": [[-0.93, -0.67, -0.08], [-1.80, 0.78, 0.61], [-1.83, 2.13, 0.87], [-0.38, 2.58, 1.02], [0.47, 2.34, -0.20], [1.24, 3.40, -0.66], [2.13, 3.20, -1.70], [2.22, 1.94, -2.25], [1.40, 0.92, -1.78], [1.52, -0.44, -2.38], [0.18, -0.95, -2.94], [-0.69, -1.04, -1.87], [-0.45, -0.06, -4.01], [0.30, 0.71, -4.90], [-0.33, 1.45, -5.89], [-1.71, 1.41, -6.02], [-2.46, 0.64, -5.14], [-1.84, -0.08, -4.14], [0.37, -2.34, -3.56], [1.34, -2.57, -4.54], [1.51, -3.83, -5.09], [0.70, -4.88, -4.68], [-0.28, -4.66, -3.72], [-0.44, -3.40, -3.17], [0.52, 1.12, -0.77], [-2.47, 2.93, -0.27], [-2.73, 4.29, -0.11], [-3.23, 5.04, -1.16], [-3.47, 4.44, -2.39], [-3.23, 3.09, -2.56], [-2.73, 2.33, -1.50], [-2.63, 2.34, 2.16], [-2.29, 3.26, 3.14], [-3.07, 3.39, 4.29], [-4.20, 2.61, 4.45], [-4.54, 1.68, 3.48], [-3.76, 1.54, 2.34], [-0.32, 3.65, 1.25], [0.06, 2.03, 1.86], [1.14, 4.36, -0.19], [2.75, 4.01, -2.07], [2.91, 1.72, -3.05], [2.30, -0.43, -3.14], [1.79, -1.17, -1.61], [1.38, 0.75, -4.81], [0.26, 2.05, -6.57], [-2.20, 1.98, -6.80], [-3.54, 0.61, -5.23], [-2.41, -0.66, -3.43], [1.97, -1.75, -4.88], [2.27, -3.98, -5.85], [0.84, -5.86, -5.11], [-0.91, -5.47, -3.40], [-1.21, -3.22, -2.42], [-2.56, 4.75, 0.85], [-3.43, 6.10, -1.02], [-3.86, 5.03, -3.22], [-3.41, 2.61, -3.51], [-2.57, 1.27, -1.63], [-1.41, 3.87, 3.04], [-2.79, 4.11, 5.05], [-4.81, 2.70, 5.35], [-5.41, 1.04, 3.61], [-4.00, 0.80, 1.59], [-1.48, -6.26, 0.69], [-0.72, -5.16, 0.41], [0.65, -5.26, 0.15], [1.34, -4.10, -0.11], [0.76, -2.90, -0.15], [-0.55, -2.80, 0.08], [-3.42, -1.46, -0.55], [-1.33, -3.92, 0.38], [-0.91, -7.03, 0.71], [1.16, -6.22, 0.17], [2.41, -4.13, -0.30], [-2.38, -3.82, 0.58], [1.73, -0.30, 1.28], [1.63, -0.65, 2.65], [0.21, -1.26, 2.87], [-0.02, -1.73, 3.97], [-0.63, -1.12, 1.92], [2.69, -1.67, 3.03], [2.90, -2.01, 4.37], [3.87, -2.93, 4.72], [4.66, -3.52, 3.74], [4.45, -3.20, 2.41], [3.47, -2.28, 2.05], [1.78, 0.62, 3.48], [3.02, 1.26, 3.49], [3.19, 2.47, 4.13], [2.12, 3.07, 4.78], [0.89, 2.44, 4.79], [0.71, 1.22, 4.14], [2.43, 0.36, 1.18], [2.28, -1.55, 5.12], [4.02, -3.18, 5.76], [5.42, -4.24, 4.01], [5.05, -3.67, 1.63], [3.28, -2.05, 1.01], [3.87, 0.78, 3.01], [4.17, 2.95, 4.13], [2.25, 4.02, 5.29], [0.05, 2.90, 5.29], [-0.26, 0.75, 4.15]]}